Entry 1:
C16H35ClNO3 | wB97M-V/def2-TZVPD

* E_HOMO: -11.32 eV
* LUMO energy: -4.340 eV
* net charge: +1
* max |F|: 1.77 eV/A
* gap between HOMO and LUMO: 0.2563 Eh

Last column: Mulliken charge in e.
Cartesian coordinates (Å):
O -0.567 0.602 -4.146  -0.522
C 0.556 1.176 -4.818  -0.917
C 1.265 2.163 -3.888  0.468
C 0.685 3.567 -4.086  -0.818
C 1.024 4.622 -3.018  -0.954
C 1.252 4.027 -1.653  -0.063
N 1.035 4.853 -0.432  -0.012
C 1.492 4.239 0.582  -0.201
C 2.147 2.948 0.186  -0.509
C 2.554 3.378 -1.255  0.168
Cl 3.880 4.560 -1.035  -0.139
H -0.229 -0.096 -3.561  0.303
H 0.199 1.672 -5.710  0.402
H 1.224 0.372 -5.114  0.334
H 2.327 2.158 -4.127  0.199
H 1.119 1.767 -2.890  -0.099
H 1.094 3.929 -5.019  0.356
H -0.385 3.469 -4.239  0.473
H 1.852 5.252 -3.330  0.353
H 0.163 5.280 -2.930  0.351
H 0.468 3.276 -1.542  0.247
H 0.595 5.765 -0.388  0.311
H 1.397 4.653 1.572  0.445
H 1.430 2.135 0.195  0.181
H 3.061 2.779 0.737  0.369
H 2.919 2.625 -1.925  0.270
C 2.411 -2.563 -1.622  -1.137
C 2.390 -1.451 -0.589  -0.284
O 1.126 -0.819 -0.444  -0.289
C 0.051 -1.662 -0.037  -0.420
C 0.265 -2.338 1.303  -1.016
H 2.097 -2.188 -2.598  0.242
H 3.418 -2.971 -1.714  0.407
H 1.745 -3.383 -1.353  0.309
H 3.078 -0.660 -0.899  0.338
H 2.748 -1.815 0.379  0.327
H -0.163 -2.402 -0.814  0.313
H -0.823 -1.012 0.020  0.318
H 1.125 -3.008 1.293  0.301
H -0.614 -2.927 1.571  0.314
H 0.433 -1.595 2.085  0.265
C -3.691 -5.147 4.815  -1.076
C -2.521 -4.268 4.410  -0.342
O -2.783 -3.436 3.292  -0.379
C -3.846 -2.512 3.435  -0.338
C -3.657 -1.520 4.570  -1.051
H -4.003 -5.775 3.980  0.311
H -3.406 -5.790 5.648  0.383
H -4.555 -4.561 5.130  0.269
H -1.683 -4.898 4.113  0.321
H -2.175 -3.668 5.260  0.332
H -4.800 -3.041 3.539  0.307
H -3.892 -1.973 2.488  0.344
H -3.615 -2.011 5.542  0.267
H -4.487 -0.813 4.591  0.396
H -2.727 -0.963 4.439  0.270


Entry 2:
C16H35N2NiO2Se2Si2 | wB97M-V/def2-TZVPD

* E_HOMO (spin up / spin down): -2.42 / -2.61 eV
* LUMO energy (spin up / spin down): 2.411 / 2.091 eV
* net charge: -1
* spin multiplicity: 3
* max |F|: 1.11 eV/A
* gap between HOMO and LUMO (spin up / spin down): 0.1776 / 0.1729 Eh

Last column: Mulliken charge in e.
Cartesian coordinates (Å):
Ni 0.306 -1.073 0.768  -0.238
O -2.877 -5.635 -0.446  -0.516
C -2.026 -5.498 0.704  -1.525
C -1.317 -4.132 0.743  1.899
C -0.464 -4.119 -0.531  -0.987
O 0.262 -2.907 -0.714  -0.167
C -2.432 -3.068 0.740  -1.341
Se -2.028 -1.145 0.948  -0.526
C -0.503 -4.191 2.055  -1.442
Se 0.917 -2.874 2.448  -0.475
H -3.385 -6.444 -0.344  0.306
H -1.269 -6.290 0.698  0.458
H -2.612 -5.596 1.623  0.515
H -1.138 -4.277 -1.375  0.514
H 0.237 -4.963 -0.487  0.266
H 0.430 -2.771 -1.651  0.213
H -3.105 -3.302 1.568  0.468
H -3.001 -3.177 -0.180  0.456
H -0.005 -5.164 2.091  0.444
H -1.216 -4.161 2.882  0.400
C 4.824 2.188 0.415  -0.861
N 3.845 1.257 0.940  0.160
C 3.719 0.831 2.247  -0.453
C 2.648 -0.011 2.272  -0.652
N 2.116 -0.106 1.006  0.165
C 2.853 0.661 0.239  -0.341
H 5.464 2.517 1.229  0.297
H 4.337 3.061 -0.018  0.310
H 5.445 1.714 -0.344  0.320
H 4.389 1.166 3.022  0.406
H 2.221 -0.559 3.097  0.407
H 2.703 0.824 -0.819  0.346
C -0.467 2.372 2.437  -0.762
Si -1.037 2.857 0.731  -0.123
C -0.522 4.633 0.388  -1.075
C -2.899 2.796 0.649  -0.900
C -0.294 1.712 -0.504  1.995
Si -0.203 1.698 -2.332  0.167
C 0.875 0.254 -2.882  -0.785
C -1.872 1.542 -3.154  -1.099
C 0.554 3.288 -2.994  -1.088
H -1.125 2.767 3.217  0.382
H 0.552 2.725 2.631  0.249
H -0.462 1.279 2.518  0.098
H -0.946 5.297 1.148  0.317
H -0.878 4.972 -0.592  0.260
H 0.567 4.748 0.406  0.275
H -3.336 3.418 1.436  0.332
H -3.241 1.764 0.783  0.212
H -3.266 3.152 -0.319  0.276
H -0.095 0.727 -0.061  -1.025
H 1.076 -0.392 -2.020  -0.085
H 1.837 0.586 -3.287  0.364
H 0.379 -0.349 -3.648  0.382
H -2.394 0.645 -2.809  0.284
H -1.750 1.485 -4.240  0.355
H -2.507 2.406 -2.923  0.287
H 1.475 3.558 -2.463  0.262
H -0.146 4.124 -2.882  0.270
H 0.789 3.183 -4.058  0.347


Entry 3:
C16H36BeBr2Cl2F11MgN2NaO5P2RbSb | wB97M-V/def2-TZVPD

* E_HOMO: -11.09 eV
* LUMO energy: -9.753 eV
* net charge: +2
* max |F|: 4.36 eV/A
* gap between HOMO and LUMO: 0.0491 Eh

Last column: Mulliken charge in e.
Cartesian coordinates (Å):
C 3.630 -0.124 -0.202  -0.876
C 3.225 -0.781 -1.533  -0.595
O 1.825 -0.998 -1.515  -0.281
C 1.052 0.147 -1.835  -0.862
C -0.195 0.187 -0.971  -0.343
O -1.325 -0.440 -1.550  -0.612
Sb -1.727 -2.310 -1.038  0.802
C -2.938 -1.651 0.664  -1.733
C -3.991 -0.561 0.552  0.963
C -3.464 0.885 0.318  -0.423
C -3.872 1.514 -1.026  0.000
C -4.588 2.892 -1.018  -0.801
C -5.477 3.301 0.143  -0.408
O -6.760 2.675 0.162  -0.426
C -6.740 1.376 0.679  -0.123
P -3.833 -2.255 -2.730  0.647
N -3.459 -1.237 -3.875  -0.622
C -2.265 -4.556 -0.648  0.129
F -2.127 -4.852 0.668  -0.229
F -3.569 -4.876 -0.999  -0.335
C -1.359 -5.591 -1.329  0.469
F -1.593 -6.849 -1.068  -0.254
F -1.473 -5.537 -2.798  -0.194
F -0.124 -5.325 -1.116  -0.137
H 4.224 0.763 -0.388  0.329
H 4.208 -0.803 0.399  0.189
H 2.714 0.138 0.312  0.484
H 3.535 -0.154 -2.378  0.332
H 3.700 -1.757 -1.660  0.289
H 1.620 1.069 -1.644  0.514
H 0.772 0.173 -2.897  0.319
H 0.046 -0.192 0.034  0.329
H -0.470 1.245 -0.845  0.307
H -0.826 -2.822 -2.419  0.013
H -0.368 -2.535 -0.009  0.119
H -2.188 -1.304 1.385  0.682
H -3.391 -2.551 1.098  0.697
H -4.787 -0.719 -0.166  -1.305
H -4.496 -0.550 1.530  0.563
H -3.781 1.498 1.164  0.615
H -2.376 0.811 0.375  0.191
H -4.474 0.805 -1.626  -0.117
H -2.961 1.645 -1.618  0.299
H -3.843 3.679 -1.181  0.399
H -5.231 2.921 -1.908  0.303
H -5.710 4.369 0.004  0.070
H -4.994 3.224 1.127  0.340
H -6.586 0.685 -0.164  -0.365
H -5.962 1.235 1.434  0.295
H -7.710 1.147 1.126  0.408
H -4.076 -3.474 -3.340  0.063
H -5.065 -1.985 -2.065  -0.409
H -4.034 -0.411 -3.997  0.285
Rb 4.943 0.647 1.968  0.949
F 6.271 5.515 -1.632  -0.207
P 5.279 5.894 -0.485  1.176
F 5.256 4.316 -0.039  -0.330
F 3.993 5.521 -1.375  -0.272
F 5.230 6.177 1.086  -0.197
F 4.790 7.413 -0.654  -0.293
F 7.038 6.923 -0.158  -0.209
Na -6.273 -0.947 -1.134  0.865
Be -7.179 5.615 -1.123  0.026
Cl 1.206 -5.518 2.788  -0.218
C 0.888 -3.756 2.734  0.426
C 0.779 -3.145 4.102  0.057
Cl -0.680 -3.687 4.970  -0.215
H -0.027 -3.603 2.165  -0.398
H 1.717 -3.295 2.202  0.199
H 0.714 -2.060 3.977  -0.213
H 1.643 -3.385 4.716  0.375
C 10.861 1.375 2.423  -0.671
N 9.462 0.869 2.472  0.866
O 8.555 1.659 2.278  -0.513
O 9.302 -0.309 2.704  -0.517
H 10.829 2.436 2.208  0.304
H 11.308 1.173 3.392  0.283
H 11.374 0.820 1.644  0.281
Br 1.432 0.077 3.024  -0.765
Br 7.288 8.603 0.403  0.324
Mg -2.340 -6.514 -4.276  0.891


Q: Look up the net charge of the third one.
A: +2